Record 1
20
Properties=species:S:1:pos:R:3:lowdin_charge:R:1 method="wB97M-V/def2-TZVPD" e_above_lowest_kcal_mol=35.1 molar_mass_da=107.15 total_charge=0 smiles="C=CNCC.O.O" e_lumo_ev=0.77 homo_ev=-7.761 gap_ev=8.53 e_tot_ha=-365.3865
C 1.519 0.665 1.569 -0.0322
C 0.933 -0.155 0.702 -0.2863
N -0.053 -1.087 1.022 -0.0489
C -0.571 -2.035 -0.007 -0.2242
C -0.690 -1.395 -1.394 -0.0918
H 2.331 1.299 1.183 0.0590
H 1.389 0.690 2.630 0.0436
H 1.269 -0.174 -0.322 0.0949
H -0.402 -1.039 1.961 0.1189
H 0.241 -2.765 -0.011 0.1025
H -1.506 -2.437 0.338 0.1028
H -1.340 -1.904 -2.091 0.0683
H -1.169 -0.436 -1.191 0.0609
H 0.251 -1.071 -1.856 0.0690
H 0.436 2.779 -1.823 0.0369
H 0.532 1.798 -0.716 -0.0040
O 0.418 1.828 -1.689 -0.0840
H -1.140 1.266 1.128 0.0303
H -1.574 2.142 -0.047 0.0607
O -0.873 2.032 0.615 -0.0764

=====

Record 2
20
Properties=species:S:1:pos:R:3:lowdin_charge:R:1 method="wB97M-V/def2-TZVPD" e_above_lowest_kcal_mol=29.5 molar_mass_da=107.15 total_charge=0 smiles="C=CCNC.O.O" e_lumo_ev=0.82 homo_ev=-9.467 gap_ev=10.29 e_tot_ha=-365.3954
C -2.383 -0.447 -0.909 -0.1268
N -1.655 -0.194 0.362 -0.1533
C -0.575 -1.152 0.605 -0.2677
C 1.477 -0.391 1.818 0.0236
C 0.198 -0.723 1.830 -0.1700
H -1.724 -0.571 -1.760 0.0759
H -2.996 0.445 -1.070 0.0788
H -3.095 -1.269 -0.796 0.0753
H -2.359 -0.238 1.084 0.1049
H -0.959 -2.183 0.530 0.1158
H 0.119 -1.176 -0.246 0.1077
H 2.006 -0.039 2.689 0.0564
H 1.960 -0.337 0.854 0.0426
H -0.487 -0.771 2.678 0.0956
H 2.957 0.115 -1.741 0.0326
H 1.843 1.118 -1.407 -0.0171
O 2.799 0.956 -1.292 -0.0871
H -0.194 2.366 -1.590 0.0807
H -0.641 1.146 -0.748 -0.0054
O 0.009 1.426 -1.391 -0.0624

=====

Record 3
20
Properties=species:S:1:pos:R:3:lowdin_charge:R:1 method="wB97M-V/def2-TZVPD" e_above_lowest_kcal_mol=80.6 multiplicity=2 molar_mass_da=107.15 total_charge=+1 s2=0.76 e_lumo_ev="-5.58 / -9.13" homo_ev="-13.806 / -13.806" gap_ev="8.22 / 4.68" e_tot_ha=-365.0185
C 1.476 1.635 -1.448 -0.0826
C 0.680 1.554 -0.137 -0.1922
C -0.928 1.104 -0.283 -0.1148
C -2.622 1.209 1.390 0.1789
N -1.377 1.195 1.086 0.1888
H 1.031 2.300 -2.207 0.0841
H 2.570 1.861 -1.412 0.0954
H 1.445 0.541 -1.645 0.0832
H 0.596 2.365 0.591 0.0980
H 1.022 0.743 0.498 0.0930
H -0.922 0.034 -0.547 0.1410
H -1.450 1.721 -1.015 0.1535
H -3.254 1.529 0.582 0.1348
H -2.911 1.160 2.440 0.1335
H -1.951 -4.323 1.646 0.0249
H -1.952 -4.650 0.148 0.0307
O -2.298 -4.944 1.000 -0.0556
H 3.573 -2.381 -0.555 0.0416
H 3.891 -0.953 -0.235 0.0311
O 3.383 -1.700 0.103 -0.0674

=====

Record 4
21
Properties=species:S:1:pos:R:3:lowdin_charge:R:1 method="wB97M-V/def2-TZVPD" e_above_lowest_kcal_mol=30.0 molar_mass_da=139.22 total_charge=0 smiles=CN[C@H](CO)CS.O e_lumo_ev=0.67 homo_ev=-8.680 gap_ev=9.35 e_tot_ha=-763.5744
C 0.122 1.100 -1.789 -0.1096
N 0.529 -0.199 -1.147 -0.0847
C -0.257 -0.395 0.102 -0.4164
C -0.273 0.818 1.052 -0.5411
S -0.439 0.251 2.778 0.7184
C -1.713 -0.734 -0.390 -0.1907
O -2.129 -1.959 0.296 -0.0987
H 0.627 1.137 -2.750 0.0734
H -0.944 1.012 -1.996 0.0713
H 0.327 1.962 -1.154 0.0675
H 1.517 -0.075 -0.941 0.0898
H 0.118 -1.304 0.563 0.1202
H -1.065 1.474 0.710 0.0705
H 0.684 1.325 0.926 0.0629
H -1.510 1.004 3.126 -0.1434
H -2.388 0.068 -0.108 0.1114
H -1.699 -1.007 -1.437 0.1101
H -1.774 -2.664 -0.266 0.0826
H 4.071 1.102 -3.679 0.0072
H 4.516 0.613 -2.254 0.0426
O 3.861 0.544 -2.961 -0.0433

=====

Record 5
21
Properties=species:S:1:pos:R:3:lowdin_charge:R:1 method="wB97M-V/def2-TZVPD" e_above_lowest_kcal_mol=66.7 molar_mass_da=123.15 total_charge=0 smiles="C=N/C=C/C.O.O.O" e_lumo_ev=0.35 homo_ev=-9.042 gap_ev=9.40 e_tot_ha=-440.6090
C -2.173 -1.882 1.215 -0.1006
C -0.687 -1.636 1.061 -0.1453
C -0.140 -0.495 1.468 -0.1658
N 1.254 -0.356 1.077 -0.0238
C 1.830 0.587 1.695 -0.0798
H -2.650 -1.572 0.290 0.0665
H -2.512 -1.368 2.113 0.0730
H -2.264 -2.965 1.305 0.0666
H -0.162 -2.488 0.650 0.1052
H -0.596 0.298 2.030 0.1024
H 1.337 1.198 2.469 0.0747
H 2.894 0.834 1.587 0.0755
H 1.138 3.321 -0.888 0.0452
H 1.234 1.977 -1.348 0.0078
O 1.729 2.572 -0.766 -0.0520
H 1.887 0.202 -1.191 -0.0156
H 1.967 0.379 -2.762 0.0364
O 1.811 -0.245 -2.042 -0.0639
H -2.388 -0.134 -2.690 0.0346
H -1.276 0.960 -2.658 0.0233
O -2.232 0.813 -2.614 -0.0643

=====

Record 6
21
Properties=species:S:1:pos:R:3:lowdin_charge:R:1 method="wB97M-V/def2-TZVPD" e_above_lowest_kcal_mol=234.3 molar_mass_da=123.15 total_charge=0 e_lumo_ev=-4.98 homo_ev=-8.140 gap_ev=3.16 e_tot_ha=-440.3419
C -2.238 1.104 -0.565 0.2642
C -1.858 -0.288 -0.960 -0.4790
N -0.475 -0.709 -0.517 -0.1480
C 0.578 0.304 -0.953 -0.0575
C -0.560 -0.735 0.903 -0.1379
O -2.775 -1.281 -0.537 0.0070
H -2.937 1.729 -1.043 0.0649
H -2.552 1.380 0.506 0.1259
H -1.832 -0.407 -2.225 0.2043
H 0.348 1.281 -0.522 0.0640
H 0.534 0.340 -2.099 0.1125
H 1.517 -0.043 -0.518 0.0720
H -0.730 0.321 1.344 0.1003
H -1.417 -1.351 1.207 0.0875
H 0.374 -0.997 1.430 0.1038
H 3.325 0.437 0.798 -0.0489
H -3.655 -0.854 -0.600 0.1180
O 4.200 0.130 0.406 -0.1368
H 1.851 1.779 1.258 -0.0615
H 4.921 0.471 0.926 0.0015
O 2.081 0.973 1.707 -0.2561

=====

Record 7
21
Properties=species:S:1:pos:R:3:lowdin_charge:R:1 method="wB97M-V/def2-TZVPD" e_above_lowest_kcal_mol=45.1 molar_mass_da=123.15 total_charge=0 smiles="NCCCC=O.O.O" e_lumo_ev=0.24 homo_ev=-9.465 gap_ev=9.71 e_tot_ha=-440.6433
O 1.164 -1.120 -0.893 0.0093
C 0.114 -1.730 -0.951 -0.2163
C -1.162 -1.120 -0.526 -0.1575
C -1.325 0.396 -0.822 -0.1772
C -2.069 1.054 0.368 -0.2992
N -1.227 1.612 1.416 0.0183
H 0.194 -2.828 -1.036 0.1309
H -2.077 -1.711 -0.571 0.1186
H -1.095 -1.151 0.584 0.1309
H -1.980 0.535 -1.692 0.1051
H -0.393 0.849 -1.124 0.1012
H -2.777 1.790 -0.026 0.1065
H -2.777 0.302 0.727 0.0997
H -0.399 1.041 1.515 0.0353
H -0.927 2.523 1.106 0.0682
H 3.104 -1.119 -0.493 -0.0059
H 3.407 0.155 -1.297 0.0310
O 3.824 -0.546 -0.787 -0.0719
H 2.726 0.055 1.897 0.0446
H 1.648 0.326 0.913 -0.0307
O 2.029 0.687 1.692 -0.0409

=====

Record 8
21
Properties=species:S:1:pos:R:3:lowdin_charge:R:1 method="wB97M-V/def2-TZVPD" e_above_lowest_kcal_mol=45.4 molar_mass_da=123.15 total_charge=0 smiles="CNCCC=O.O.O" e_lumo_ev=0.76 homo_ev=-8.062 gap_ev=8.82 e_tot_ha=-440.6428
C -0.579 -2.432 1.215 -0.1311
N -0.652 -1.229 0.452 -0.1235
C -1.236 -0.021 0.899 -0.2476
C -0.421 0.708 1.982 -0.1376
C 0.780 1.421 1.397 -0.2422
O 0.806 1.875 0.276 0.0255
H -1.481 -3.066 1.163 0.0723
H -0.521 -2.224 2.271 0.0585
H 0.259 -3.068 0.942 0.0800
H -0.133 -1.217 -0.414 0.0673
H -2.291 -0.046 1.190 0.1142
H -1.212 0.651 0.046 0.1081
H -0.959 1.557 2.418 0.1215
H -0.104 0.038 2.762 0.0952
H 1.729 1.426 1.967 0.1213
H 1.188 1.407 -2.074 0.0068
H 0.473 2.638 -2.403 0.0331
O 0.769 1.826 -2.839 -0.0759
H 1.230 -1.405 -2.677 0.0431
H -0.324 -1.613 -2.831 0.0548
O 0.443 -1.776 -2.277 -0.0438